Entry 1:
The following is a DFT calculation (the ωB97M-V functional and the def2-TZVPD basis) of the ion C17H22N3O5 with charge -1.

Element x y z (Å)
1 O 0.2789 3.5690 -0.3253
2 O 3.3686 -1.6195 -2.2442
3 O 0.8946 -0.3954 3.6648
4 O -0.7293 0.5621 -0.1284
5 O 3.3139 0.5338 -2.9075
6 C -0.5828 3.2785 -1.1375
7 C 2.7959 -0.6366 -2.8106
8 C 1.0166 0.0569 2.5369
9 C 0.3991 0.5309 -0.6831
10 C -3.1837 -3.1320 0.9494
11 C -2.6036 -2.9314 2.1954
12 C -2.3245 -3.0845 -0.1773
13 C -1.2328 -2.6189 2.4040
14 C -0.9665 -2.4974 0.0002
15 C -0.4012 -2.3686 1.3113
16 N 0.7291 1.3642 2.3625
17 N 1.3776 -0.0620 -0.0815
18 N -0.3938 2.4170 -2.1082
19 C -2.0449 3.6839 -0.9569
20 C 0.6054 2.2983 3.4307
21 C 1.3468 -0.7986 -3.2776
22 C 1.0432 -2.1383 1.5512
23 C 0.4759 0.4654 -3.3163
24 C 1.5290 -0.7313 1.3131
25 C 0.5522 1.2770 -1.9690
26 H -4.2374 -3.2817 1.0267
27 H -3.1886 -3.0085 3.1079
28 H -2.7930 -3.3464 -1.1235
29 H -0.9202 -2.6961 3.4819
30 H -0.3192 -2.2555 -0.8597
31 H 0.7467 1.8090 1.4228
32 H 2.3633 -0.0276 -0.4453
33 H -1.1006 2.2742 -2.8800
34 H -2.5859 3.7850 -1.9546
35 H -2.6374 3.0966 -0.3054
36 H -1.8525 4.6859 -0.5882
37 H -0.1659 2.0072 4.0492
38 H 0.4453 3.2269 2.9818
39 H 1.6033 2.2178 3.9203
40 H 1.3966 -1.2906 -4.2349
41 H 0.8787 -1.4905 -2.6291
42 H 1.2219 -2.4780 2.5157
43 H 1.6320 -2.7693 0.8694
44 H -0.6072 0.1222 -3.3100
45 H 0.8365 1.1159 -4.1393
46 H 2.5578 -0.5753 1.4710
47 H 1.4618 1.8562 -1.9726

Forces on the atoms, in the same order (eV/Å):
O 0.165 0.210 0.361
O -1.159 0.612 -0.857
O 0.621 -1.077 0.088
O 0.910 -0.098 -0.833
O -1.051 -1.333 -0.273
C -1.655 -0.704 1.511
C 2.110 1.210 1.450
C -1.299 2.353 -0.185
C -4.991 0.954 1.225
C 2.197 0.269 0.591
C 1.211 0.526 0.664
C 1.221 2.068 1.188
C -1.400 -0.853 0.334
C -1.856 -1.735 0.471
C -1.813 -0.527 -0.905
N 0.255 0.237 -3.183
N 5.143 -2.256 2.127
N -0.787 -3.005 -3.018
C 0.910 2.454 -2.372
C 2.800 -1.435 -0.283
C 0.221 0.567 -0.130
C 0.648 -0.358 -3.403
C -0.028 -0.359 1.424
C -2.206 1.853 0.146
C 1.340 2.030 -2.371
H -0.572 -0.508 -0.960
H -0.221 -0.086 -0.210
H 0.645 0.348 -0.196
H 0.201 0.555 -1.410
H -0.527 -0.435 0.405
H -0.019 -0.943 0.948
H -1.670 0.127 -0.398
H 0.843 0.309 1.887
H 0.665 -0.216 1.165
H -0.042 -0.800 0.756
H -1.002 0.397 0.452
H -1.588 -0.363 1.707
H -0.218 1.630 -0.336
H -0.859 0.730 0.505
H -0.188 -0.072 -0.610
H -0.404 -0.974 0.787
H 0.775 -0.065 1.843
H -0.221 -0.116 0.091
H 1.008 0.556 -0.860
H -0.780 -0.212 0.479
H 1.598 -0.661 0.011
H 1.068 -0.803 0.178

Calculated values
Calculated total energy, a.u.: -1201.52389
Strongest force on any atom, eV Å⁻¹: 6.00
Lowest unoccupied orbital energy, Eh: 0.109
HOMO-LUMO gap, eV: 7.8
Net charge: -1
SMILES: CNC(=O)[C@@H](Cc1ccccc1)NC(=O)[C@@H](CCC(=O)[O-])NC(C)=O
E_HOMO, eV: -4.87

Taken from the Mulliken analysis, the atomic charges in e are: -0.68, -0.75, -0.71, -0.70, -0.73, 0.84, 0.42, 0.26, 0.21, -0.46, -0.43, -0.86, -0.50, 0.28, 0.71, 0.14, -0.08, -0.10, -1.22, -1.14, -0.44, -1.76, -0.87, 0.01, -0.28, 0.40, 0.31, 0.33, 0.26, 0.32, 0.17, 0.38, 0.40, 0.31, 0.23, 0.37, 0.34, 0.39, 0.30, 0.52, -0.13, 0.68, 0.39, 0.46, 0.28, 0.71, 0.42


Entry 2:
The following is a DFT calculation (the ωB97M-V functional and the def2-TZVPD basis) of the ion C16H20N3O6 with charge -1.

Element x y z (Å)
1 O 3.3443 1.4623 3.4541
2 O 2.1117 1.1398 -2.2283
3 O 0.4574 -1.4830 2.5925
4 O -4.1515 -0.6318 0.6025
5 O 0.5717 1.6225 -0.5929
6 O 2.0213 -1.0624 -3.6943
7 C 2.3909 2.0481 2.8763
8 C 1.5488 1.0239 -1.0888
9 C 0.5832 -0.7453 1.6382
10 C -3.0363 -0.2204 0.4153
11 C 1.1486 -2.6881 -2.2191
12 C -0.3179 -0.9095 -3.0913
13 C 0.1207 -2.9753 -1.2774
14 C -1.3367 -1.2107 -2.1102
15 C 0.9068 -1.6425 -3.1301
16 C -1.1493 -2.3236 -1.2044
17 N -2.7094 0.8331 -0.3690
18 N 1.6911 1.4719 1.9654
19 N -0.4339 -0.5216 0.8362
20 C 2.0513 3.4378 3.2289
21 C -3.7260 1.7860 -0.8491
22 C 2.2629 0.1021 -0.0371
23 C -1.8500 -2.4053 0.1745
24 C 1.8261 0.1087 1.4541
25 C -1.8391 -1.0957 0.9829
26 H 2.2087 -0.1832 -3.3816
27 H 2.0666 -3.1671 -1.9422
28 H -0.4581 0.0331 -3.5973
29 H 0.2890 -3.6736 -0.4609
30 H -2.2546 -0.6351 -2.1554
31 H -1.7212 1.0014 -0.4291
32 H 1.0684 1.9958 1.4523
33 H -0.0954 0.0145 0.0640
34 H 3.0096 3.6455 3.8240
35 H 1.3543 3.4740 4.0624
36 H 1.9302 4.2043 2.4172
37 H -4.7119 1.4189 -0.7697
38 H -3.6006 2.6338 -0.0489
39 H -3.6105 2.1398 -1.8711
40 H 2.3323 -0.9101 -0.4695
41 H 3.3159 0.4177 0.0295
42 H -1.3230 -3.1227 0.7638
43 H -2.8544 -2.8248 0.0664
44 H 2.5391 -0.3349 2.0767
45 H -1.9710 -1.2484 2.0404

Forces on the atoms, in the same order (eV/Å):
O -1.277 0.887 -0.444
O -1.335 -0.090 1.716
O 0.560 -1.192 1.265
O -1.243 -0.086 0.378
O -0.913 0.586 -0.879
O -0.347 -2.522 -1.712
C 3.176 -1.377 2.049
C 2.033 -0.057 -0.050
C -0.735 0.434 2.126
C 2.079 -0.254 -0.143
C -2.849 0.091 1.226
C -0.818 -1.352 1.981
C -1.006 0.494 -0.730
C 1.526 -2.091 -1.234
C 0.759 2.005 1.608
C 1.705 1.962 0.048
N -0.837 -0.622 0.124
N -1.260 -2.662 -1.640
N -2.126 0.382 -0.897
C 2.481 1.765 1.585
C 1.969 1.843 2.427
C 1.585 -0.076 -0.200
C -0.684 -0.583 -1.084
C -0.727 0.379 -1.747
C 1.525 1.032 -1.953
H -0.388 1.386 1.013
H 0.700 0.156 -0.841
H 0.372 -0.107 -0.495
H 0.382 -0.062 -0.227
H 0.248 -0.066 0.262
H 0.212 0.786 -0.315
H -1.719 1.427 -1.356
H -0.937 0.634 -0.945
H -1.117 0.522 -1.046
H -0.766 0.056 -0.491
H -0.256 -0.983 0.788
H -0.873 -0.882 0.368
H -0.718 -0.831 -1.990
H 0.587 -0.005 0.100
H -0.248 0.152 0.404
H -0.185 0.125 -0.479
H 0.553 -0.580 0.366
H -0.157 0.398 0.159
H 1.310 -0.809 0.644
H -0.241 -0.215 0.263

Calculated values
Calculated total energy, a.u.: -1237.50680
Strongest force on any atom, eV Å⁻¹: 4.02
Energy relative to the best compared isomer or geometry (same formula, charge and spin), eV: 1.995
Lowest unoccupied orbital energy, Eh: 0.107
HOMO-LUMO gap, eV: 8.7
Net charge: -1
SMILES: CNC(=O)[C@@H](Cc1ccc(O)cc1)NC(=O)[C@@H](CC(=O)[O-])NC(C)=O
E_HOMO, eV: -5.78

Taken from the Mulliken analysis, the atomic charges in e are: -0.73, -0.92, -0.78, -0.69, -0.70, -0.60, 0.86, 0.77, 0.22, 0.29, -0.75, -0.83, -0.41, -0.26, 0.65, 0.21, 0.05, -0.01, 0.35, -1.09, -1.09, -0.76, -1.35, 0.14, -0.06, 0.46, 0.40, 0.29, 0.27, 0.69, 0.02, 0.22, -0.41, 0.32, 0.26, 0.30, 0.39, 0.31, 0.31, 0.05, 0.41, 0.49, 0.52, 0.51, 0.69


Entry 3:
The following is a DFT calculation (the ωB97M-V functional and the def2-TZVPD basis) of a structure of composition C20H28AuF5N2O2SSi.

Element x y z (Å)
1 Au 1.2125 -0.7970 -0.4655
2 F -1.0584 -3.2566 5.9406
3 C -0.7703 -3.1723 4.6460
4 C 0.2513 -2.3535 4.2056
5 F 0.9522 -1.6352 5.0838
6 C 0.5519 -2.2721 2.8564
7 F 1.5338 -1.4442 2.5186
8 C -0.1624 -2.9830 1.8890
9 S 0.1133 -2.9512 0.1673
10 C -1.1918 -3.7984 2.3749
11 F -1.9268 -4.5063 1.5157
12 C -1.4948 -3.9001 3.7176
13 F -2.4899 -4.6879 4.1254
14 C -1.2259 -1.9199 -3.1611
15 C 0.0804 -1.3751 -3.6184
16 N 1.0438 -0.9037 -2.8582
17 C 2.0649 -0.4964 -3.6849
18 C 1.7072 -0.7220 -4.9761
19 N 0.4478 -1.2775 -4.9183
20 H -1.2989 -1.8052 -2.0818
21 H -1.3073 -2.9822 -3.3971
22 H -2.0531 -1.3940 -3.6401
23 H 2.9695 -0.0742 -3.2803
24 H 2.2160 -0.5459 -5.9069
25 H -0.1013 -1.5751 -5.7045
26 C -1.4158 1.2413 -1.7757
27 Si -0.3104 1.0946 -0.2370
28 C -1.5284 0.8784 1.2538
29 C -0.7863 0.8976 2.5956
30 C -2.5823 1.9911 1.2448
31 C -2.2498 -0.4661 1.1025
32 C 0.8836 2.6114 -0.2469
33 C 0.0737 3.9095 -0.1901
34 C 1.8608 2.5567 0.9344
35 C 1.6844 2.5877 -1.5568
36 H -1.8942 2.2220 -1.8097
37 H -2.2014 0.4844 -1.7688
38 H -0.8376 1.1134 -2.6922
39 H -0.4019 1.8928 2.8259
40 H 0.0577 0.2066 2.5999
41 H -1.4667 0.6102 3.4035
42 H -2.1384 2.9799 1.3662
43 H -3.2729 1.8339 2.0786
44 H -3.1662 1.9881 0.3221
45 H -1.5499 -1.3004 1.0859
46 H -2.8408 -0.5057 0.1843
47 H -2.9328 -0.6127 1.9452
48 H -0.4973 3.9992 0.7352
49 H -0.6156 3.9939 -1.0324
50 H 0.7644 4.7562 -0.2385
51 H 1.3458 2.6541 1.8909
52 H 2.5811 3.3767 0.8558
53 H 2.4224 1.6195 0.9394
54 H 1.0300 2.5639 -2.4321
55 H 2.3536 1.7298 -1.5972
56 H 2.2961 3.4930 -1.6206
57 O 3.2995 0.1692 -0.7856
58 C 3.8400 -0.8968 -0.3915
59 O 3.1890 -1.8726 0.0433
60 H 4.9428 -0.9717 -0.3797

Forces on the atoms, in the same order (eV/Å):
Au -0.559 -0.624 0.765
F -0.016 -0.013 0.102
C 0.016 0.023 -0.159
C -0.028 -0.018 -0.018
F 0.006 0.022 0.041
C -0.224 -0.264 -0.054
F 0.283 0.018 -0.146
C -0.044 -0.172 0.453
S 0.240 1.383 -0.317
C 0.178 0.166 -0.055
F -0.081 -0.059 -0.006
C 0.002 0.003 0.009
F -0.039 -0.047 0.028
C 0.090 -0.045 -0.060
C 0.111 0.102 -0.031
N 0.052 0.013 -0.074
C -0.071 -0.031 -0.182
C 0.091 0.033 0.027
N 0.000 -0.013 -0.005
H -0.036 -0.024 -0.004
H -0.020 0.000 0.020
H -0.018 -0.008 0.034
H -0.026 -0.001 -0.045
H -0.008 -0.007 0.007
H -0.037 -0.014 -0.024
C 0.337 -0.311 0.090
Si -0.732 0.050 -0.274
C 0.466 -0.211 -0.048
C 0.055 0.017 -0.081
C 0.100 0.097 -0.155
C 0.058 0.028 -0.044
C 0.203 -0.540 0.110
C -0.157 -0.131 0.061
C -0.032 -0.076 0.015
C -0.089 -0.067 -0.088
H 0.030 0.026 0.079
H -0.008 0.030 0.023
H -0.007 0.047 0.024
H -0.024 -0.012 0.023
H -0.057 0.114 0.033
H -0.023 0.002 0.009
H -0.080 -0.018 0.021
H -0.014 -0.023 0.004
H -0.028 0.022 0.022
H -0.227 0.191 -0.026
H -0.024 -0.025 0.013
H -0.042 0.043 0.016
H 0.046 0.064 -0.021
H -0.016 0.055 0.017
H 0.022 0.009 -0.007
H 0.036 0.030 -0.010
H 0.008 0.019 -0.005
H 0.004 0.113 0.026
H 0.004 0.067 -0.008
H -0.111 0.247 -0.080
H -0.007 0.038 0.005
O -0.327 0.286 -0.122
C 0.411 -0.937 0.804
O 0.519 0.142 -0.547
H -0.160 0.191 -0.181

Calculated values
Calculated total energy, a.u.: -2361.58239
Strongest force on any atom, eV Å⁻¹: 1.44
Energy relative to the best compared isomer or geometry (same formula, charge and spin), eV: 1.421
Lowest unoccupied orbital energy, Eh: -0.062
HOMO-LUMO gap, eV: 6.5
E_HOMO, eV: -8.17

Taken from the Mulliken analysis, the atomic charges in e are: 1.50, -0.31, 0.72, 0.09, -0.35, -0.15, -0.40, -0.02, -0.41, 0.65, -0.37, 0.31, -0.31, -0.78, 0.19, 0.18, -0.59, -0.72, -0.05, -0.16, 0.40, 0.35, 0.44, 0.42, 0.18, -1.32, 0.22, 2.33, -1.80, -1.83, -1.57, 2.12, -1.85, -1.65, -1.59, 0.44, 0.24, 0.30, 0.34, 0.21, 0.54, 0.31, 0.52, 0.36, -0.03, 0.28, 0.53, 0.34, 0.35, 0.50, 0.32, 0.50, 0.17, 0.33, 0.04, 0.54, -0.59, -0.13, -0.64, 0.39